A molecular structure, C4H6N2O2 at a distorted geometry, computed with ωB97M-V with the def2-TZVPD basis set.

Computed properties:
energy above the lowest of the compared OMol25 structures with the same formula, charge and spin: 4.660 eV
DFT total energy: -415.86935 hartree
Kohn-Sham gap: 7.50 eV
E_LUMO: -0.54 eV
HOMO: -8.0 eV

Each line ends with the natural charge from an NBO analysis.
Cartesian coordinates (Å):
O -2.65 0.15 -0.14  -0.51
O -0.37 -0.38 -2.85  -0.60
N 1.76 0.72 -0.18  -0.59
N 0.63 0.05 -0.56  -0.13
C -0.31 -0.23 0.35  0.14
C -1.52 -0.18 -0.42  0.46
C -0.70 0.34 -1.93  0.34
C -0.13 -0.64 1.77  -0.69
H -1.15 1.34 -2.13  0.13
H -1.07 -1.04 2.16  0.25
H 2.45 0.75 -0.93  0.38
H 0.14 0.21 2.40  0.24
H 0.66 -1.39 1.86  0.23
H 2.26 0.32 0.61  0.36